1.
Formula: C3H10NO4
Source: the Open Molecules 2025 dataset
Level of theory: ωB97M-V/def2-TZVPD

Geometry as XYZ:
```
18
Properties=species:S:1:pos:R:3:forces:R:3:mulliken_charge:R:1
C -0.118717 0.787814 2.069831 -0.639 -0.724 0.794 0.096
N -0.545307 0.610587 0.819006 1.061 1.217 -0.026 0.077
C -0.019846 1.388065 -0.311674 -0.108 -0.166 0.755 -0.965
C 1.003959 0.614222 -1.142755 -1.300 -0.097 -1.225 -0.260
O 0.470786 -0.568076 -1.628515 0.645 0.232 0.475 -0.903
O -0.530246 0.164635 3.049466 0.175 0.132 -0.235 -0.645
H 0.650747 1.558516 2.232299 0.058 0.163 -0.455 0.314
H -1.227249 -0.090541 0.586681 -0.405 -0.410 -0.026 0.211
H 0.424367 2.305270 0.077246 0.096 0.123 0.156 0.444
H -0.891296 1.692211 -0.891448 0.111 -0.147 -0.356 0.295
H 1.936765 0.505552 -0.562544 0.050 -0.044 0.028 0.254
H 1.175096 1.292801 -2.009553 0.590 0.076 0.255 0.294
H -1.666636 -1.920658 -0.422164 -0.199 0.175 -0.344 0.329
H -0.958114 -0.824362 -1.215081 -0.147 -0.237 -0.555 0.339
O -1.905073 -1.139032 -0.951624 0.146 -0.263 0.636 -0.861
H 0.702214 -1.941245 0.855933 -0.061 -0.268 -0.018 0.277
H 0.808608 -1.889183 -0.656998 -0.390 -0.098 0.136 0.435
O 0.689943 -2.546579 0.101890 0.317 0.337 0.004 -0.731
```
Positions in Å, forces in eV/Å.

Properties
Energy relative to the best compared isomer or geometry (same formula, charge and spin) (kJ/mol): 138.8
LUMO energy (eV): 3.85
Frontier orbital gap (eV): 8.30
Energy (Eh): -476.08286
Total charge: -1

2.
Formula: C3H10NOP
Source: the Open Molecules 2025 dataset
Level of theory: ωB97M-V/def2-TZVPD

Geometry as XYZ:
```
16
Properties=species:S:1:pos:R:3:forces:R:3:mulliken_charge:R:1
N 2.071093 -1.905936 -1.029588 -3.843 1.734 0.399 -0.385
P 2.530001 -0.904095 0.181414 2.589 0.855 -0.468 0.387
O 2.059286 0.495825 0.115334 -0.248 -0.666 0.137 -0.548
H 1.027116 -1.862763 -1.183099 1.747 -0.260 -0.005 0.236
H 2.504302 -2.660482 -1.449080 1.218 -1.479 -0.627 0.215
H 2.322996 -1.545021 1.397496 -0.344 -0.060 0.326 0.085
H 3.985034 -1.022769 0.045191 -1.027 -0.095 0.227 0.029
C -0.984423 0.038360 0.855658 -2.931 -0.325 -4.058 -0.690
C -1.692278 1.166424 0.671577 0.084 -1.098 -1.748 0.011
C -2.503124 1.702131 -0.551416 1.976 0.289 1.667 -1.011
H -1.039119 -0.886670 0.174034 0.230 1.767 0.629 0.148
H -0.425362 -0.089442 1.678545 1.733 -0.412 3.014 0.308
H -1.719781 1.827591 1.493556 0.261 0.934 0.783 0.317
H -2.425839 1.126660 -1.451101 0.189 -0.345 -0.399 0.327
H -3.499981 1.755645 -0.230102 -1.682 -0.026 0.223 0.315
H -2.209918 2.764547 -0.718426 0.048 -0.814 -0.100 0.256
```
Positions in Å, forces in eV/Å.

Properties
Energy relative to the best compared isomer or geometry (same formula, charge and spin) (kJ/mol): 178.3
LUMO energy (eV): 0.91
Frontier orbital gap (eV): 10.11
Energy (Eh): -591.61481
SMILES: N[PH2]=O.C=CC

3.
Formula: C3H10NOP
Source: the Open Molecules 2025 dataset
Level of theory: ωB97M-V/def2-TZVPD

Geometry as XYZ:
```
16
Properties=species:S:1:pos:R:3:forces:R:3:mulliken_charge:R:1
C 0.377651 0.935411 -2.293526 -1.034 -3.541 2.212 -1.429
C 0.586534 0.219888 -0.924393 0.542 1.590 1.413 -0.121
C -0.404517 0.655589 0.224410 -2.247 -2.110 1.489 -0.668
N -0.142198 0.067750 1.688552 0.560 2.333 -3.787 -0.353
P -0.548548 -1.480308 2.049868 1.757 -0.289 1.821 0.450
O 0.024556 -1.764882 3.398911 -0.480 -0.591 -0.945 -0.610
H -0.504960 0.588505 -2.790212 -1.005 0.345 0.040 0.349
H 0.478693 1.920804 -2.150051 0.050 3.786 -0.057 0.446
H 1.116096 0.533120 -2.881552 2.170 -0.426 -1.591 0.412
H 1.643609 0.586504 -0.489976 -2.057 -1.251 -1.065 0.223
H 0.549517 -0.832327 -1.156935 0.329 -0.497 0.559 0.283
H -0.407851 1.732144 0.239026 0.207 0.434 0.568 0.288
H -1.549300 0.387842 0.240722 2.009 0.335 -1.372 0.329
H 0.830049 0.269434 1.841276 0.427 -0.262 0.787 0.308
H -1.913533 -1.432261 1.989406 -0.912 -0.167 -0.377 0.038
H -0.135799 -2.387216 1.014474 -0.315 0.311 0.308 0.053
```
Positions in Å, forces in eV/Å.

Properties
Energy relative to the best compared isomer or geometry (same formula, charge and spin) (kJ/mol): 170.4
LUMO energy (eV): 0.83
Frontier orbital gap (eV): 11.06
Energy (Eh): -591.61781
SMILES: CCCN[PH2]=O

4.
Formula: C3H10NOP
Source: the Open Molecules 2025 dataset
Level of theory: ωB97M-V/def2-TZVPD

Geometry as XYZ:
```
16
Properties=species:S:1:pos:R:3:forces:R:3:mulliken_charge:R:1
C -0.887075 0.241024 1.760730 0.934 -1.510 -0.971 -1.247
C 1.075490 -0.783219 0.475956 1.709 1.821 -0.116 -1.142
C -0.403377 -0.780627 0.621743 -3.788 0.613 0.090 0.423
N -1.070574 -0.327860 -0.662810 0.393 2.466 2.934 -0.579
O 0.876894 1.597154 -3.146887 -1.086 -1.315 -1.189 -0.433
P 0.776585 2.124780 -1.622094 0.240 0.803 0.281 0.215
H -0.369390 -0.043672 2.613164 1.694 -0.748 1.794 0.419
H -0.458353 1.190541 1.549715 -0.246 1.157 -0.418 0.248
H -1.861485 0.256961 2.243487 -0.714 0.028 -1.400 0.363
H 1.728541 -0.982332 1.297194 -0.216 -0.635 1.283 0.379
H 1.492457 0.237648 0.211562 -0.992 -0.736 0.079 0.139
H 1.470956 -1.388696 -0.299933 -0.127 -0.884 -0.984 0.339
H -0.940383 -1.769120 0.840537 1.334 1.035 -0.191 0.254
H -0.548920 0.457437 -1.067828 -0.330 -0.166 0.601 -0.012
H 0.182311 0.948119 -3.466869 1.157 1.119 0.608 0.354
H -1.063676 -0.978141 -1.347668 0.038 -3.047 -2.402 0.281
```
Positions in Å, forces in eV/Å.

Properties
Energy relative to the best compared isomer or geometry (same formula, charge and spin) (kJ/mol): 0.0
LUMO energy (spin up / spin down) (eV): 0.51 / -0.63
Frontier orbital gap (spin up / spin down) (eV): 8.35 / 8.71
2S+1: 3
Energy (Eh): -591.53818

5.
Formula: C3H10NOPS
Source: the Open Molecules 2025 dataset
Level of theory: ωB97M-V/def2-TZVPD

Geometry as XYZ:
```
17
Properties=species:S:1:pos:R:3:forces:R:3:mulliken_charge:R:1
C 1.728680 -1.473629 0.179455 0.817 -0.255 2.128 -1.128
C 1.039228 -0.342064 0.936876 -1.274 1.646 -4.152 -0.487
P -0.506828 -0.074835 -0.188730 -1.685 -2.735 0.372 0.641
N 0.163874 0.151251 -1.757656 -0.654 -0.657 1.369 -0.642
S -2.321582 -1.649539 -0.034103 3.458 2.438 -0.374 -0.463
O -1.047696 1.351987 0.235129 0.411 0.815 0.223 -0.342
C -2.405410 1.715373 0.327802 -3.701 -3.438 -1.330 -0.641
H 1.295856 -2.414000 0.504510 -0.912 -0.167 -0.846 0.313
H 1.780781 -1.253508 -0.869993 -0.004 -0.399 -0.364 0.368
H 2.713318 -1.695788 0.570330 0.736 0.692 -0.106 0.361
H 1.475471 0.688406 0.950692 0.094 -1.020 -0.010 0.363
H 0.540428 -0.546007 1.807268 -0.567 -0.837 2.582 0.348
H -0.072038 1.085336 -2.041511 -0.112 0.214 -0.601 0.270
H -0.152176 -0.585585 -2.385510 -0.015 0.472 -0.092 0.286
H -2.741480 2.476313 -0.394157 0.724 0.101 0.682 0.279
H -2.792072 1.766616 1.340912 0.732 0.984 0.266 0.295
H -3.108076 0.739580 0.032561 1.954 2.147 0.254 0.180
```
Positions in Å, forces in eV/Å.

Properties
Energy relative to the best compared isomer or geometry (same formula, charge and spin) (kJ/mol): 251.5
LUMO energy (eV): 0.39
Frontier orbital gap (eV): 8.45
Energy (Eh): -989.80213
SMILES: CC[P@@](N)(=S)OC

6.
Formula: C3H10NOS
Source: the Open Molecules 2025 dataset
Level of theory: ωB97M-V/def2-TZVPD

Geometry as XYZ:
```
16
Properties=species:S:1:pos:R:3:forces:R:3:mulliken_charge:R:1
C -0.275505 2.318501 -1.757692 -0.202 0.205 0.277 -0.802
N 0.651041 1.295179 -2.227075 -0.046 0.549 0.241 -0.448
C 0.426779 -0.010134 -1.587299 0.104 0.154 -0.685 -0.599
C 1.146024 -0.273604 -0.274082 0.177 -0.346 0.410 -0.580
S 0.173372 0.121267 1.219140 -0.136 0.028 0.184 -0.702
H -1.243375 2.163455 -2.236137 -0.124 0.107 -0.046 0.252
H 0.095741 3.309391 -2.023365 -0.018 0.051 -0.266 0.341
H -0.438723 2.334078 -0.672576 0.089 -0.239 -0.040 0.285
H 1.582056 1.653205 -2.036561 0.032 -0.474 0.089 0.242
H -0.646319 -0.104309 -1.416718 -0.046 -0.032 0.007 0.285
H 0.683250 -0.746057 -2.358320 0.180 -0.266 0.177 0.340
H 2.098622 0.278635 -0.244803 -0.134 -0.026 -0.158 0.217
H 1.422167 -1.337271 -0.233582 -0.035 0.127 -0.084 0.214
H -2.716043 -2.916400 2.150157 0.131 0.025 0.053 0.301
H -1.403761 -2.235130 2.484105 0.200 0.113 -0.097 0.340
O -1.963863 -2.981292 2.748751 -0.170 0.023 -0.063 -0.685
```
Positions in Å, forces in eV/Å.

Properties
Energy relative to the best compared isomer or geometry (same formula, charge and spin) (kJ/mol): 76.8
LUMO energy (eV): 4.02
Frontier orbital gap (eV): 6.63
Energy (Eh): -648.50232
Total charge: -1

7.
Formula: C3H10NOS
Source: the Open Molecules 2025 dataset
Level of theory: ωB97M-V/def2-TZVPD

Geometry as XYZ:
```
16
Properties=species:S:1:pos:R:3:forces:R:3:mulliken_charge:R:1
C 1.320284 0.580816 0.017809 -0.662 -1.159 -1.358 -0.989
C 2.745035 0.057686 -0.002514 0.535 0.622 0.935 -0.350
S 3.873065 1.259278 0.844363 0.254 -0.536 0.173 -0.290
H 1.108175 1.113755 0.933783 -0.119 -0.018 0.169 0.340
H 0.987256 1.157047 -0.850884 0.624 0.471 0.135 0.303
H 0.627058 -0.262801 -0.131783 -0.090 0.151 0.570 0.294
H 3.244443 -0.169972 -0.943399 -0.602 -0.043 -0.171 0.340
H 2.805966 -0.827001 0.641294 0.089 0.083 -0.184 0.259
H 3.513981 2.302118 0.117621 -0.120 0.432 -0.273 0.090
N -3.437738 -1.108300 0.692715 1.708 0.802 -0.010 -0.803
C -2.799132 -0.445744 -0.654056 -1.362 -1.822 0.122 -0.461
O -1.519644 -0.574224 -0.859998 0.489 0.340 0.535 -0.791
H -2.823376 -0.619320 1.358288 -0.521 0.275 0.229 0.245
H -2.972621 -2.015889 0.810654 -0.271 -0.172 -0.706 0.257
H -3.253761 0.560158 -0.579028 0.209 0.399 0.073 0.297
H -3.418987 -1.007601 -1.394870 -0.160 0.175 -0.240 0.256
```
Positions in Å, forces in eV/Å.

Properties
Energy relative to the best compared isomer or geometry (same formula, charge and spin) (kJ/mol): 201.1
LUMO energy (eV): 2.97
Frontier orbital gap (eV): 5.79
Energy (Eh): -648.45498
Total charge: -1

8.
Formula: C3H10NOS
Source: the Open Molecules 2025 dataset
Level of theory: ωB97M-V/def2-TZVPD

Geometry as XYZ:
```
16
Properties=species:S:1:pos:R:3:forces:R:3:mulliken_charge:R:1
C -0.373386 0.606853 -0.222013 2.428 0.710 -0.998 -0.749
C -0.298783 -0.826262 0.488404 -0.465 2.626 -0.289 -0.751
S 0.743037 -0.570203 1.973365 -0.012 -0.678 0.061 -0.652
C 1.112655 1.118636 -0.859889 -0.484 -1.329 0.908 -0.199
N 0.820961 1.743904 -2.152707 0.695 -0.318 1.875 -0.408
H -0.698466 1.468096 0.409299 -0.010 -1.164 0.035 0.199
H -1.035014 0.597251 -1.115928 0.200 -0.151 0.322 0.336
H 0.066220 -1.617125 -0.233042 -0.466 0.829 0.689 0.195
H -1.359194 -0.958585 0.810525 0.782 -0.561 -0.422 0.416
H 1.726565 0.165322 -0.872218 -0.691 0.667 -0.643 0.170
H 1.857225 1.776785 -0.255114 -2.018 -0.626 -0.516 0.263
H 1.537403 2.126482 -2.679632 1.461 0.644 -0.857 0.112
H -0.027039 1.691332 -2.625148 -1.420 -0.523 -0.304 0.112
H -1.202487 -2.894921 1.816195 -1.197 0.638 1.667 0.332
H -1.117162 -1.861528 2.917644 -0.455 -0.531 -0.378 0.309
O -1.752532 -2.566030 2.600255 1.653 -0.234 -1.149 -0.687
```
Positions in Å, forces in eV/Å.

Properties
Energy relative to the best compared isomer or geometry (same formula, charge and spin) (kJ/mol): 153.1
LUMO energy (eV): 4.03
Frontier orbital gap (eV): 6.76
Energy (Eh): -648.47323
Total charge: -1